# 1
The following is a quantum chemistry calculation of a 2-piece molecular cluster, C4H11N2O overall, from OMol25.

```
18
Properties=species:S:1:pos:R:3:forces:R:3
C -1.12516 0.26365 1.74373 0.021 0.113 -0.018
N 0.40942 2.67815 -0.53986 -0.047 -0.071 -0.062
C -0.43041 1.86939 0.06386 0.117 0.254 0.261
N -0.21420 1.27719 1.20511 -0.102 -0.036 -0.215
H -0.74684 -0.73003 1.52115 0.022 -0.052 -0.008
H -2.10263 0.38882 1.28284 0.036 -0.015 0.014
H -1.22142 0.39396 2.81557 0.004 0.025 0.078
H 1.37735 2.78364 -0.26381 -0.191 -0.010 -0.009
H 0.12813 3.07297 -1.42220 0.132 0.058 -0.016
H -1.40758 1.75167 -0.38569 0.040 -0.159 -0.070
H 0.68186 1.40463 1.65608 -0.020 -0.080 0.021
O 0.48376 -0.35303 -1.23745 -0.090 0.126 0.203
C 1.03184 -1.43085 -1.27976 0.071 -0.023 -0.235
C 0.37889 -2.72314 -0.93177 -0.146 0.054 -0.111
H 2.07893 -1.47818 -1.62644 0.025 -0.097 0.041
H -0.64257 -2.55948 -0.59527 0.017 -0.021 0.077
H 0.96585 -3.25400 -0.18362 0.034 -0.045 0.056
H 0.35477 -3.35537 -1.82248 0.078 -0.023 -0.008
```
Forces are in eV/Å.

Its net charge is +1. The energy above the lowest of the compared OMol25 structures with the same formula, charge and spin is 98.8 kJ/mol. The lowest unoccupied orbital energy comes out at -0.1107 Ha. The calculation puts the maximum force at 0.007 Eh/bohr. As for the frontier orbital gap: 10.543 eV.


# 2
The following is a quantum chemistry calculation of one molecule with the formula C5H7N3 in a non-equilibrium geometry, from OMol25.

```
15
Properties=species:S:1:pos:R:3:forces:R:3
C 2.28920 0.75938 0.23535 -0.248 -0.226 0.615
C 2.38247 -0.79675 0.10994 -1.792 1.832 -0.066
C -0.10554 -0.07157 -0.14632 -0.207 0.750 -0.918
C -2.17119 -0.73532 0.06661 2.233 3.132 0.908
C -1.03220 1.12076 -0.11492 -0.643 1.862 -0.020
H 2.90789 1.50459 -0.33217 -0.566 -1.248 0.105
H 2.02428 1.18011 1.20074 0.085 -0.254 0.207
H 2.13737 -1.52509 0.93986 0.737 1.121 -1.043
H 2.95269 -1.01045 -0.77236 0.563 -1.081 0.249
H -2.77265 -1.61554 0.14640 -1.342 0.374 0.106
H -1.27169 1.80871 -1.02825 1.295 -1.359 1.259
H -0.69709 1.78644 0.70451 -0.235 -0.013 -0.328
N 1.24336 0.00725 -0.40142 0.061 -0.307 -0.119
N -0.81260 -1.13824 -0.03580 0.261 -0.707 -0.180
N -2.35321 0.58988 0.18541 -0.202 -3.877 -0.775
```
Forces are in eV/Å.

The energy above the lowest of the compared OMol25 structures with the same formula, charge and spin is 322.9 kJ/mol. The lowest unoccupied orbital energy comes out at 0.0273 Ha. The calculation puts the maximum force at 0.077 Eh/bohr. As for the frontier orbital gap: 9.542 eV. The SMILES is C1=NCC(N2CC2)=N1.


# 3
The following is a quantum chemistry calculation of C35H37ClO4P2Pd as an isolated structure in a non-equilibrium geometry, from OMol25.

```
80
Properties=species:S:1:pos:R:3:forces:R:3
Pd -0.00024 0.00008 5.89633 1.182 -0.262 -0.939
C -2.05444 -0.08032 6.75383 -2.136 -0.489 -1.174
C -2.16314 -0.40232 5.40493 -0.764 0.018 0.913
C -2.65084 0.54418 4.32043 0.273 0.152 -0.014
C -1.50384 1.30318 3.60943 -0.250 -0.106 0.215
C -0.37404 1.71608 4.52653 -0.242 1.016 0.652
C -0.50284 2.19738 5.82523 -0.463 1.025 -1.201
C -1.82394 2.46778 6.52613 0.028 -0.195 0.031
C -2.32204 1.27268 7.37483 0.083 0.083 0.044
C 2.05636 0.26308 5.76683 1.134 -0.225 -0.207
H -2.00854 -0.90662 7.46083 0.073 0.179 -0.220
H -2.16334 -1.45932 5.14893 -0.004 0.041 0.094
H -3.36984 1.25088 4.74383 0.104 -0.156 -0.098
H -3.19744 -0.03672 3.57023 0.026 0.066 0.111
H -1.07604 0.65288 2.83883 0.000 0.022 0.016
H -1.90884 2.18158 3.08413 0.155 -0.086 0.102
H 0.58386 1.86748 4.03223 -0.021 -0.136 0.192
H 0.37436 2.66378 6.26743 -0.016 -0.310 0.031
H -2.58034 2.75318 5.78983 0.160 -0.009 0.058
H -1.69794 3.33188 7.18693 0.046 -0.186 -0.101
H -1.81224 1.29228 8.34413 -0.383 0.106 -0.334
H -3.39594 1.38898 7.58683 0.198 -0.129 -0.143
H 2.56876 -0.18272 6.62543 -0.302 0.082 -0.041
H 2.32606 1.32518 5.70283 -0.243 -0.178 0.079
H 2.41806 -0.24162 4.86133 -0.153 0.019 0.001
P 0.12396 -2.53762 -3.56217 -2.625 -0.335 0.414
P 2.25306 0.55018 -3.82677 -0.176 2.346 -0.985
C -0.23744 -0.86982 -4.18027 0.849 1.260 0.160
C 0.49156 0.26478 -4.15847 -0.725 -1.264 -0.304
C -0.80614 -3.66752 -4.65867 0.595 -0.224 -0.207
C -1.97474 -3.29362 -5.33717 0.055 0.147 -0.192
C -2.62294 -4.20222 -6.17297 0.169 0.183 0.254
C -2.11834 -5.49392 -6.32937 0.260 0.046 0.202
C -0.96024 -5.87702 -5.65017 -0.122 0.131 -0.022
C -0.30314 -4.96552 -4.82687 0.065 0.021 0.030
C -0.91704 -2.50542 -2.04157 1.036 0.118 -0.384
C -0.52144 -1.65652 -0.99497 0.008 0.390 0.865
C -1.24324 -1.60862 0.19533 0.441 0.224 -0.445
C -2.35914 -2.42972 0.37113 0.172 0.032 -0.116
C -2.74554 -3.29332 -0.65307 0.083 -0.086 -0.720
C -2.03334 -3.33012 -1.85297 -0.490 -0.735 0.362
C 2.71806 1.32598 -5.43277 -0.075 -0.941 0.764
C 2.71876 0.51058 -6.57647 0.158 -0.319 -1.042
C 3.09076 1.02358 -7.81687 -0.321 -0.553 0.415
C 3.49516 2.35528 -7.93127 -0.021 -0.173 0.054
C 3.52076 3.16608 -6.79707 -0.306 0.084 0.853
C 3.13226 2.65828 -5.55627 0.703 0.827 -0.220
C 2.29966 1.96558 -2.66987 0.226 -0.355 0.470
C 3.39166 2.04988 -1.79437 -0.012 -0.084 -0.027
C 3.48836 3.09958 -0.88387 -0.159 0.078 -0.054
C 2.48376 4.06758 -0.82677 0.142 -0.278 -0.116
C 1.39006 3.98868 -1.68997 0.042 -0.250 -0.219
C 1.29936 2.94648 -2.61197 -0.172 -0.105 0.095
H -1.27144 -0.78452 -4.51857 0.151 -0.003 0.080
H -0.00244 1.17448 -4.50377 0.041 -0.150 0.026
H -2.37014 -2.29052 -5.20937 -0.136 -0.211 -0.144
H -3.51964 -3.89902 -6.70617 0.119 -0.038 0.144
H -2.62414 -6.19912 -6.98317 0.088 0.120 0.108
H -0.56084 -6.87962 -5.77507 -0.059 0.179 0.042
H 0.61636 -5.24862 -4.32167 -0.112 -0.092 -0.075
H 0.36236 -1.03222 -1.11127 -0.127 -0.060 0.075
H -0.92774 -0.93862 0.99073 -0.048 -0.115 -0.157
H -2.91784 -2.40002 1.30223 0.096 -0.039 -0.126
H -3.61054 -3.93852 -0.52377 0.137 0.138 -0.077
H -2.35014 -3.99872 -2.64737 0.030 0.033 0.158
H 2.43116 -0.53572 -6.49327 0.061 0.146 -0.069
H 3.07626 0.38018 -8.69277 -0.009 0.117 0.172
H 3.79406 2.75428 -8.89637 -0.007 -0.067 0.148
H 3.83756 4.20278 -6.87607 -0.114 -0.173 0.039
H 3.14596 3.30198 -4.68237 0.068 -0.055 -0.136
H 4.15446 1.27638 -1.82047 0.005 0.147 0.062
H 4.33746 3.15398 -0.20827 -0.131 -0.018 -0.135
H 2.55046 4.87908 -0.10747 -0.006 -0.130 -0.120
H 0.60316 4.73608 -1.64257 0.139 -0.100 -0.070
H 0.45226 2.88738 -3.28837 0.028 0.171 0.155
O 1.17956 -0.82352 10.07513 -3.151 2.079 -2.085
Cl -0.00024 0.00008 9.57633 1.255 0.108 2.752
O -1.29494 -0.61112 10.09733 2.988 1.521 -2.307
O 0.13296 1.42868 10.08843 -0.544 -3.438 -2.095
O -0.00024 0.00008 7.89633 0.950 -0.591 5.683
```
Forces are in eV/Å.

Its net charge is +2. The lowest unoccupied orbital energy (spin up / spin down) comes out at -0.2329 / -0.3771 Ha. The calculation puts the maximum force at 0.113 Eh/bohr. The expectation value of S² is 6.040. As for the frontier orbital gap (spin up / spin down): 4.287 / 1.949 eV. The multiplicity is 5.


# 4
The following is a quantum chemistry calculation of one molecule with the formula C22H25NO in a non-equilibrium geometry, from OMol25.

```
49
Properties=species:S:1:pos:R:3:forces:R:3
C 3.43662 2.50945 1.85829 -0.303 0.053 0.197
H 4.01287 2.16110 2.71174 0.121 -0.061 0.032
H 3.85525 2.07219 0.95531 0.075 -0.071 -0.119
H 3.51701 3.59054 1.78831 0.034 0.105 -0.018
C 1.96758 2.11419 2.01773 0.311 0.087 -0.080
N 1.20240 2.67739 0.91505 0.034 0.002 -0.229
H 1.48729 2.23207 0.04892 0.020 0.036 0.010
C -0.24139 2.57689 1.07395 -0.209 0.196 0.022
C -0.93359 2.45935 -0.28104 0.203 -0.096 0.234
H -0.45417 3.15711 -0.97134 -0.049 0.060 -0.018
H -1.98256 2.74581 -0.19472 -0.033 0.041 -0.044
C -0.84709 1.02477 -0.84117 -0.427 0.336 -0.164
C -0.94516 1.05881 -2.33107 1.081 -0.291 -0.008
C -0.00552 0.85714 -3.29985 -0.362 0.055 0.541
C -0.65817 1.06777 -4.53998 -0.563 0.173 -0.077
C -1.94211 1.38739 -4.23258 0.464 -0.101 -0.833
O -2.12520 1.38647 -2.90045 -0.279 0.048 0.490
H -2.79017 1.62494 -4.84340 -0.170 0.042 0.006
H -0.22731 0.99070 -5.51709 0.004 0.006 -0.241
H 1.01895 0.58203 -3.15139 0.209 -0.068 0.135
H 0.13037 0.60136 -0.58729 -0.052 0.022 -0.093
C -1.94319 0.13474 -0.22043 0.177 -0.020 -0.004
C -1.55014 -1.31350 -0.14174 -0.132 -0.014 0.134
C -1.15748 -2.01530 -1.27565 0.008 0.005 -0.069
C -0.79839 -3.34805 -1.19213 0.053 -0.039 -0.087
C -0.83903 -4.00609 0.02536 0.026 -0.126 0.071
C -1.23487 -3.31920 1.15894 -0.060 -0.092 0.010
C -1.57912 -1.98181 1.07505 -0.078 0.025 -0.043
H -1.87778 -1.45142 1.96849 -0.015 0.085 0.081
H -1.27658 -3.82461 2.11287 0.017 -0.043 0.087
H -0.56570 -5.04936 0.08828 0.015 -0.087 0.007
H -0.49189 -3.87757 -2.08286 0.014 -0.043 -0.073
H -1.13316 -1.51355 -2.23160 -0.001 0.023 -0.106
H -2.16317 0.49208 0.78698 -0.040 0.005 -0.008
H -2.85438 0.23990 -0.81537 -0.021 0.076 0.086
H -0.57904 3.48537 1.58772 -0.079 -0.156 0.013
H -0.52022 1.71545 1.70064 -0.017 0.040 -0.010
C 1.82899 0.60688 2.12846 -0.180 0.101 0.174
C 1.35572 0.01714 3.29263 0.038 0.093 -0.061
C 1.22255 -1.35745 3.38659 0.009 -0.154 0.070
C 1.55287 -2.16216 2.31095 0.066 -0.068 0.114
C 2.01163 -1.58520 1.13959 0.067 -0.045 -0.097
C 2.15055 -0.21273 1.05203 0.036 0.031 0.045
H 2.52580 0.22299 0.13525 0.033 0.044 -0.102
H 2.26105 -2.20757 0.29268 0.011 -0.059 -0.078
H 1.45410 -3.23461 2.38176 -0.030 -0.079 -0.001
H 0.85859 -1.80015 4.30261 -0.033 -0.045 0.076
H 1.09544 0.64179 4.13639 -0.029 0.077 0.071
H 1.58096 2.57476 2.93529 0.035 -0.107 -0.043
```
Forces are in eV/Å.

The energy above the lowest of the compared OMol25 structures with the same formula, charge and spin is 106.9 kJ/mol. The lowest unoccupied orbital energy comes out at 0.0317 Ha. The calculation puts the maximum force at 0.022 Eh/bohr. As for the frontier orbital gap: 9.297 eV. The SMILES is C[C@@H](NCC[C@@H](Cc1ccccc1)c1ccco1)c1ccccc1.


# 5
The following is a quantum chemistry calculation of one molecule with the formula C3H4N4 in a non-equilibrium geometry, from OMol25.

```
11
Properties=species:S:1:pos:R:3:forces:R:3
N -0.15222 2.14881 -1.63354 0.108 0.007 -0.018
C 0.53851 1.22911 -0.99188 -0.464 0.188 -0.106
C -0.32303 0.31073 -0.21885 0.270 -0.134 0.083
N 0.33548 -0.58561 0.41782 0.021 0.081 -0.061
C -0.06064 -1.59275 1.22549 -0.144 0.159 -0.112
N 0.99149 -2.26905 1.66541 1.274 -0.741 0.469
N 1.94813 -2.77758 1.98366 -1.362 0.535 -0.307
H -1.16858 2.26178 -1.63383 0.084 -0.110 0.078
H 0.35359 2.82394 -2.19084 -0.159 -0.087 0.080
H -1.43174 0.39210 -0.19235 0.260 -0.052 0.018
H -1.03098 -1.94149 1.56891 0.111 0.153 -0.124
```
Forces are in eV/Å.

The energy above the lowest of the compared OMol25 structures with the same formula, charge and spin is 495.3 kJ/mol. The lowest unoccupied orbital energy comes out at 0.0075 Ha. The calculation puts the maximum force at 0.030 Eh/bohr. As for the frontier orbital gap: 8.284 eV.


# 6
The following is a quantum chemistry calculation of one molecule with the formula C4H8O3 in a non-equilibrium geometry, from OMol25.

```
15
Properties=species:S:1:pos:R:3:forces:R:3
C -0.50121 0.35308 -2.24267 -0.553 3.353 -2.110
C -0.21519 -0.48073 -1.28668 0.051 0.234 3.273
C 1.46341 -0.27110 0.72276 -1.502 -3.127 -2.451
C -0.05988 -0.24380 0.44631 -0.153 -0.203 -5.102
O -0.93320 -1.18794 1.04758 0.385 1.028 0.897
O -0.55931 1.51725 1.88872 0.062 -0.934 0.678
O -0.62403 1.00726 0.55613 -0.533 1.007 -0.543
H -0.50941 0.09558 -3.36514 -0.031 -0.025 2.022
H -0.70945 1.47696 -2.08476 0.370 -1.913 0.013
H -0.07669 -1.47636 -1.59384 0.411 -1.473 0.224
H 1.74911 0.61233 1.11996 0.894 2.763 1.512
H 2.05228 -0.43736 -0.24331 -0.979 0.112 1.388
H 1.60187 -1.09453 1.38291 0.702 -0.573 0.653
H -1.72226 -0.63320 1.27244 0.592 -1.055 -0.591
H -0.95604 0.76257 2.37958 0.284 0.807 0.139
```
Forces are in eV/Å.

The energy above the lowest of the compared OMol25 structures with the same formula, charge and spin is 559.7 kJ/mol. The lowest unoccupied orbital energy comes out at 0.0220 Ha. The calculation puts the maximum force at 0.099 Eh/bohr. As for the frontier orbital gap: 10.733 eV. The SMILES is C=C[C@](C)(O)OO.